The following is a quantum chemistry calculation of the molecule C21H29N5O2, from the Open Molecules 2025 dataset.

Geometry as XYZ:
```
57
Properties=species:S:1:pos:R:3:forces:R:3
C -5.667 3.162 0.307 0.00 0.00 0.00
C -5.032 1.808 0.291 0.01 0.00 -0.01
C -3.851 1.387 0.934 0.00 0.00 0.00
N -3.581 0.112 0.695 0.00 0.00 0.00
N -4.573 -0.307 -0.097 0.00 0.00 0.00
C -4.580 -1.676 -0.574 0.00 0.00 0.00
C -3.351 -1.974 -1.419 -0.02 0.00 0.01
C -3.323 -3.434 -1.858 -0.02 -0.46 0.22
N -2.198 -3.848 -2.715 -0.06 0.75 -0.06
C -0.890 -3.639 -2.159 0.37 -0.41 -0.75
O -0.287 -4.548 -1.656 -0.28 0.14 0.60
C -0.225 -2.303 -2.441 0.00 -0.01 -0.04
C 1.017 -2.060 -1.602 0.00 0.00 0.02
C 0.721 -1.914 -0.087 0.00 0.00 -0.01
C 1.276 -0.539 0.282 0.01 -0.01 0.00
N 2.322 -0.316 -0.711 0.00 0.01 0.00
C 2.814 1.043 -0.751 -0.01 0.00 0.00
C 3.568 1.419 0.501 0.00 0.00 0.00
C 4.482 0.533 1.066 0.00 0.00 0.00
C 5.188 0.880 2.202 0.00 0.00 0.00
C 5.007 2.129 2.791 0.00 0.00 0.00
C 5.803 2.444 4.020 0.01 -0.01 0.00
N 5.946 3.770 4.323 0.00 0.01 0.00
O 6.282 1.573 4.718 0.00 0.00 0.00
C 4.088 3.012 2.237 0.00 0.00 0.00
C 3.372 2.654 1.104 0.00 0.01 0.00
C 1.719 -0.747 -1.961 0.00 -0.01 0.00
C -5.461 0.677 -0.364 0.00 0.00 0.00
H -6.636 3.143 -0.191 0.00 0.00 0.00
H -5.826 3.513 1.328 0.00 0.00 0.00
H -5.048 3.902 -0.202 0.00 0.00 0.00
H -3.192 1.962 1.566 0.00 0.00 0.00
H -4.615 -2.344 0.289 0.00 0.00 0.00
H -5.499 -1.816 -1.144 0.00 0.00 0.00
H -3.344 -1.310 -2.290 0.00 0.00 0.00
H -2.477 -1.731 -0.816 0.00 0.00 0.00
H -3.315 -4.078 -0.975 0.01 0.00 0.00
H -4.237 -3.675 -2.405 0.00 0.00 0.00
H -2.250 -3.273 -3.553 -0.01 0.00 0.00
H 0.027 -2.320 -3.510 0.00 0.01 0.01
H -0.942 -1.488 -2.318 0.01 0.00 0.01
H 1.703 -2.892 -1.752 0.00 0.00 0.00
H -0.345 -1.983 0.137 0.00 -0.01 0.00
H 1.220 -2.703 0.473 0.00 0.00 0.00
H 0.489 0.232 0.191 0.00 0.00 0.00
H 1.679 -0.486 1.293 0.00 0.00 0.00
H 3.483 1.136 -1.612 0.00 0.00 0.00
H 1.990 1.762 -0.908 0.00 0.00 0.00
H 4.619 -0.440 0.610 0.00 0.00 0.00
H 5.890 0.194 2.658 0.00 0.00 0.00
H 5.813 4.469 3.615 0.00 0.00 0.00
H 6.574 3.984 5.079 0.00 0.00 0.00
H 3.892 3.969 2.706 0.00 0.00 0.00
H 2.641 3.340 0.691 0.00 0.00 0.00
H 2.473 -0.858 -2.742 0.00 0.00 0.00
H 0.974 -0.006 -2.312 0.00 0.00 0.00
H -6.325 0.500 -0.985 0.00 0.00 0.00
```
Forces are in eV/Å.

Summary:
Lowest unoccupied orbital energy = 0.6 eV
SMILES string = Cc1cnn(CCCNC(=O)C[C@@H]2CCN(Cc3ccc(C(N)=O)cc3)C2)c1
Frontier orbital gap = 9.425 eV
Energy relative to the best compared isomer or geometry (same formula, charge and spin) = 195.0 kJ/mol

The following is a quantum chemistry calculation of the molecule C21H29N9O2, from the Open Molecules 2025 dataset.

Geometry as XYZ:
```
61
Properties=species:S:1:pos:R:3:forces:R:3
C 0.413 3.627 -1.585 0.20 -0.14 -0.02
C 1.518 2.721 -1.056 -0.11 0.04 0.19
C 1.555 2.759 0.480 0.02 0.08 -0.18
N 2.380 1.770 1.147 0.05 -0.13 0.21
C 3.735 1.619 0.660 0.13 0.28 0.21
H 3.780 1.278 -0.391 0.05 -0.04 0.02
C 4.542 2.910 0.803 0.06 -0.30 -0.12
C 6.020 2.657 0.536 -0.21 0.12 0.00
H 6.588 3.579 0.634 0.13 0.03 -0.02
H 6.418 1.930 1.241 0.09 -0.08 0.06
H 6.167 2.270 -0.471 0.09 -0.05 -0.10
H 4.407 3.290 1.816 -0.08 0.05 0.02
H 4.175 3.665 0.107 -0.06 0.10 0.02
H 4.212 0.852 1.276 -0.01 0.09 -0.13
C 1.717 0.542 1.534 0.12 0.27 0.37
C 1.323 -0.324 0.384 -0.67 -0.06 -0.48
C 0.167 -0.333 -0.391 1.01 -0.24 0.70
N 0.346 -1.202 -1.415 -0.31 0.15 -0.08
N 1.501 -1.724 -1.334 0.50 -0.70 -0.48
N 2.131 -1.219 -0.251 -1.30 0.98 0.33
C 3.374 -1.704 0.081 1.80 -1.01 0.19
N 4.008 -1.508 1.203 -0.96 0.17 -0.27
O 5.158 -2.181 1.117 0.04 0.15 0.30
N 5.274 -2.832 -0.065 -0.25 -0.37 -1.00
C 4.188 -2.569 -0.751 0.12 0.65 1.23
N 3.912 -2.964 -2.002 0.02 -0.26 -0.62
H 4.485 -3.684 -2.406 -0.03 -0.01 -0.03
H 2.957 -2.845 -2.309 0.17 -0.13 0.01
C -1.087 0.422 -0.202 -0.26 -0.01 -0.20
O -1.301 1.114 0.777 -0.08 0.09 0.09
N -1.939 0.234 -1.244 0.49 -0.14 -0.09
N -3.220 0.650 -1.407 -0.47 -0.15 -0.40
C -3.751 1.547 -0.687 0.14 0.34 0.23
C -5.190 1.868 -0.889 -0.11 0.03 0.03
H -5.307 2.941 -1.054 -0.02 0.02 -0.06
H -5.560 1.325 -1.759 0.00 0.05 -0.03
C -5.989 1.459 0.364 0.05 -0.04 -0.19
C -5.853 -0.019 0.599 -0.14 0.05 0.15
C -6.747 -0.910 0.019 0.02 0.04 0.02
C -6.592 -2.275 0.187 -0.04 -0.09 -0.06
C -5.535 -2.766 0.933 0.01 -0.11 0.00
C -4.638 -1.886 1.513 0.08 -0.05 0.05
C -4.798 -0.522 1.349 -0.06 -0.02 0.03
H -4.093 0.157 1.806 0.08 0.09 0.05
H -3.811 -2.263 2.097 0.06 -0.03 0.05
H -5.411 -3.832 1.062 0.01 -0.08 0.01
H -7.297 -2.956 -0.268 -0.05 -0.05 -0.03
H -7.572 -0.531 -0.568 -0.09 0.05 -0.06
H -5.608 2.010 1.226 -0.08 0.03 0.03
H -7.037 1.724 0.217 0.02 0.04 0.08
H -3.242 2.075 0.116 0.17 -0.13 -0.04
H -1.651 -0.436 -1.949 -0.09 0.18 0.21
H 0.805 0.809 2.073 0.12 -0.16 -0.04
H 2.386 -0.014 2.196 -0.17 0.07 0.00
H 0.539 2.639 0.860 0.03 0.09 0.02
H 1.909 3.748 0.792 -0.11 0.06 -0.05
H 1.340 1.702 -1.405 0.11 0.01 -0.04
H 2.478 3.046 -1.462 0.06 -0.08 -0.03
H 0.391 3.611 -2.673 -0.06 0.07 -0.08
H -0.555 3.298 -1.216 -0.16 0.01 0.03
H 0.574 4.651 -1.258 -0.05 0.16 0.01
```
Forces are in eV/Å.

Summary:
Lowest unoccupied orbital energy = 0.0 eV
SMILES string = CCCN(CCC)Cc1c(C(=O)N/N=C/CCc2ccccc2)nnn1-c1nonc1N
Frontier orbital gap = 8.398 eV
Energy relative to the best compared isomer or geometry (same formula, charge and spin) = 4.9 kJ/mol

The following is a quantum chemistry calculation of the ion C21H29S with charge +1, from the Open Molecules 2025 dataset.

Geometry as XYZ:
```
51
Properties=species:S:1:pos:R:3:forces:R:3
C -4.158 1.820 -2.445 -0.09 -0.08 -0.04
C -2.917 2.087 -1.608 0.16 -0.09 -0.18
C -3.232 2.320 -0.136 -0.18 0.13 -0.27
C -2.024 2.777 0.651 -0.43 -0.70 0.46
S -0.767 1.433 0.803 0.79 0.05 0.93
C 0.420 2.420 1.768 0.59 0.19 -0.71
C 1.669 2.502 0.900 0.12 0.07 0.23
C 2.710 3.389 1.550 -0.15 -0.19 -0.11
C 3.909 3.494 0.632 0.28 0.28 0.10
H -3.877 1.621 -3.481 -0.10 0.01 0.06
H -4.713 0.954 -2.070 0.07 0.07 -0.05
H -4.838 2.678 -2.436 0.10 -0.08 0.01
H -2.215 1.249 -1.709 -0.09 0.03 0.00
H -2.391 2.961 -2.014 -0.06 -0.03 0.10
H -3.972 3.123 -0.057 -0.06 -0.11 0.03
H -3.675 1.417 0.308 0.06 0.23 0.01
H -1.435 3.540 0.117 -0.12 -0.24 0.12
H -2.296 3.160 1.635 0.15 -0.13 0.05
H -0.027 3.404 1.953 0.11 -0.19 -0.14
H 0.642 1.962 2.741 -0.19 0.03 -0.42
H 2.090 1.493 0.744 -0.23 0.25 0.08
H 1.410 2.886 -0.101 0.03 -0.03 0.27
H 2.256 4.367 1.752 0.24 0.00 -0.04
H 2.991 2.963 2.521 0.02 0.05 -0.08
H 4.685 4.089 1.114 0.11 -0.01 -0.24
H 4.320 2.504 0.400 -0.06 0.17 0.08
H 3.620 3.969 -0.312 0.16 -0.03 0.15
C -0.735 -0.018 2.192 -0.57 -0.26 -0.20
C -1.988 -0.832 2.030 -0.25 -0.20 0.53
C -3.075 -0.514 2.870 0.01 -0.06 -0.63
C -4.350 -0.997 2.576 0.05 -0.02 0.05
C -4.541 -1.798 1.445 0.05 0.22 0.04
C -3.442 -2.224 0.698 -0.06 -0.14 0.17
C -2.159 -1.812 1.048 -0.06 0.24 -0.15
C 0.663 -0.597 2.003 -0.21 0.64 0.04
C 1.650 -0.347 2.979 -0.11 0.16 -0.27
C 2.988 -0.650 2.728 -0.08 0.10 0.41
C 3.342 -1.317 1.558 -0.18 -0.17 -0.14
C 2.354 -1.660 0.631 -0.12 0.12 0.03
C 1.036 -1.230 0.815 0.26 -0.19 0.07
H -0.825 0.600 3.083 0.16 -0.27 0.12
H -2.914 0.114 3.743 -0.07 0.07 -0.20
H -5.195 -0.725 3.218 0.36 -0.16 -0.31
H -5.545 -2.090 1.149 0.19 -0.03 0.11
H -3.581 -2.881 -0.163 0.04 0.09 0.38
H -1.294 -2.253 0.561 -0.31 0.26 -0.15
H 1.373 0.133 3.920 0.07 -0.12 -0.25
H 3.753 -0.358 3.463 -0.43 -0.28 -0.40
H 4.382 -1.578 1.367 -0.29 0.03 0.07
H 2.600 -2.258 -0.247 0.02 0.34 0.15
H 0.307 -1.376 0.022 0.27 0.00 0.14
```
Forces are in eV/Å.

Summary:
Total charge = +1
Lowest unoccupied orbital energy = -3.7 eV
Frontier orbital gap = 8.630 eV
Energy relative to the best compared isomer or geometry (same formula, charge and spin) = 0.0 kJ/mol

The following is a quantum chemistry calculation of a cluster of 2 separate species, C21H30BrF4NO4S in total, from the Open Molecules 2025 dataset.

Geometry as XYZ:
```
62
Properties=species:S:1:pos:R:3:forces:R:3
C 4.147 -1.880 -2.116 0.00 0.59 0.00
C 4.146 -0.369 -2.469 0.43 -0.40 0.75
C 2.987 0.405 -1.850 0.81 0.72 -1.05
O 1.804 0.281 -2.654 -0.26 -0.12 1.00
C 0.844 -0.626 -2.151 -0.64 -1.14 -0.81
C -0.618 -0.031 -2.273 1.11 0.98 0.22
C -1.360 -0.513 -3.524 -0.43 0.62 0.81
C -2.160 -1.815 -3.372 0.22 -0.54 -1.67
C -2.272 -2.487 -4.784 0.44 -0.34 0.70
Br -1.332 -3.138 -2.179 -0.20 0.13 0.15
C -1.447 0.029 -0.973 0.32 -0.13 -0.07
C -0.921 1.238 -0.117 -0.99 0.34 -1.20
C -2.114 2.123 0.402 0.72 0.28 -0.34
C -1.686 3.182 1.401 -0.72 -0.33 0.85
F -0.894 4.155 0.786 0.10 -0.21 -0.26
C 0.146 0.865 0.914 0.15 -0.35 -0.21
C -0.215 -0.325 1.789 0.40 0.36 -0.31
C -1.489 -0.756 2.047 -1.18 0.71 -0.58
C -1.766 -1.859 2.818 -0.60 -0.33 0.13
C -0.735 -2.576 3.366 -0.45 -0.37 0.23
C 0.545 -2.139 3.126 1.21 -1.12 0.74
C 0.816 -1.048 2.361 0.46 0.73 -0.57
C -0.444 2.083 -1.294 0.60 -0.38 1.25
N -0.325 1.435 -2.383 -0.61 1.15 -0.13
H 3.484 -2.035 -1.259 0.01 -0.24 -0.18
H 5.145 -2.185 -1.793 -0.10 -0.12 -0.18
H 3.836 -2.501 -2.958 -0.06 -0.04 0.18
H 5.062 0.074 -2.055 -0.13 -0.02 -0.02
H 4.210 -0.193 -3.545 -0.26 0.02 0.09
H 3.267 1.467 -1.880 -0.25 -0.07 0.03
H 2.834 0.155 -0.796 -0.20 -0.23 -0.18
H 1.035 -0.976 -1.132 0.08 0.27 -0.02
H 0.869 -1.510 -2.800 0.00 -0.02 0.27
H -0.676 -0.532 -4.377 0.06 -0.30 0.19
H -2.100 0.270 -3.752 0.02 -0.19 -0.11
H -3.179 -1.664 -3.024 0.31 0.22 0.50
H -3.284 -2.829 -5.000 0.04 0.30 -0.11
H -1.857 -1.831 -5.550 -0.46 0.02 -0.10
H -1.647 -3.382 -4.779 -0.05 0.11 -0.17
H -1.374 -0.942 -0.491 -0.35 0.23 0.26
H -2.476 0.304 -1.238 0.00 -0.52 -0.02
H -2.485 2.665 -0.484 -0.37 -0.17 0.21
H -2.939 1.529 0.795 0.15 0.01 0.08
H -1.160 2.769 2.268 0.09 0.15 -0.17
H -2.573 3.677 1.808 0.13 0.09 -0.17
H 0.432 1.692 1.570 -0.01 -0.01 -0.17
H 1.035 0.559 0.350 0.05 0.23 0.19
H -2.340 -0.240 1.613 0.10 0.01 0.09
H -2.799 -2.158 2.958 0.09 0.01 0.07
H -0.942 -3.461 3.956 0.16 0.06 0.02
H 1.382 -2.694 3.541 -0.10 0.06 0.04
H 1.838 -0.722 2.190 -0.02 -0.08 0.13
H -0.241 3.150 -1.226 0.07 -0.12 -0.06
H -0.004 1.947 -3.198 0.08 -0.56 -0.21
C 0.109 1.042 6.004 -0.08 -0.30 0.27
F 1.248 0.425 6.358 0.01 0.09 -0.14
F -0.714 0.095 5.512 0.03 0.11 -0.12
F -0.454 1.505 7.128 0.01 0.11 -0.12
S 0.411 2.388 4.783 0.12 0.83 -0.21
O 1.003 1.691 3.654 0.01 -0.24 -0.06
O 1.296 3.295 5.465 0.06 -0.20 0.22
O -0.911 2.923 4.512 -0.17 -0.33 0.00
```
Forces are in eV/Å.

Summary:
Lowest unoccupied orbital energy = -1.1 eV
Frontier orbital gap = 7.135 eV